{
  "formula": "C25H48P2Pt",
  "method": "ωB97M-V/def2-TZVPD",
  "orbital_gap_ev": [7.0, 5.8],
  "total_charge": 2,
  "e_homo_ha": [-0.4256, -0.5392],
  "spin_multiplicity": 5,
  "de_lowest_kcal_mol": 21.9,
  "symbols": ["Pt", "C", "C", "C", "C", "C", "C", "H", "H", "H", "C", "H", "H", "H", "C", "H", "H", "H", "C", "H", "H", "H", "C", "H", "H", "H", "C", "C", "C", "C", "C", "C", "C", "C", "H", "H", "H", "H", "H", "H", "H", "H", "H", "H", "H", "H", "P", "C", "H", "H", "H", "C", "H", "H", "H", "C", "H", "H", "H", "P", "C", "H", "H", "H", "C", "H", "H", "H", "C", "H", "H", "H", "C", "H", "H", "H"],
  "positions_angstrom": [[0.308, -0.334, 0.484], [1.987, 0.968, -1.515], [1.377, 2.174, -1.054], [1.989, 0.937, 0.831], [2.477, 0.242, -0.390], [1.429, 2.213, 0.342], [2.295, 0.623, -2.923], [1.422, 0.779, -3.566], [2.600, -0.440, -2.998], [3.122, 1.236, -3.313], [3.686, -0.623, -0.407], [3.637, -1.417, -1.170], [3.917, -1.069, 0.567], [4.550, 0.004, -0.679], [2.760, 0.862, 2.122], [3.485, 1.686, 2.151], [3.334, -0.073, 2.224], [2.101, 0.961, 2.990], [1.163, 3.372, 1.198], [1.751, 4.228, 0.853], [1.426, 3.167, 2.244], [0.109, 3.655, 1.158], [0.935, 3.280, -1.935], [1.793, 3.875, -2.293], [0.263, 3.965, -1.414], [0.417, 2.910, -2.842], [-2.048, -0.537, -0.770], [-1.325, 0.293, -1.576], [-2.004, 1.396, -2.339], [-2.319, 2.683, -1.542], [-2.078, 2.613, -0.065], [-2.802, 1.805, 0.727], [-3.922, 0.964, 0.192], [-3.532, -0.313, -0.610], [-2.937, 1.020, -2.802], [-3.355, 2.981, -1.771], [-1.360, 1.652, -3.205], [-4.024, -0.285, -1.599], [-1.681, -1.506, -0.395], [-0.259, 0.122, -1.826], [-3.954, -1.195, -0.101], [-4.517, 0.633, 1.054], [-2.783, 1.902, 1.819], [-4.605, 1.563, -0.427], [-1.702, 3.494, -1.949], [-1.404, 3.370, 0.344], [0.513, -2.706, -1.216], [2.081, -3.547, -1.621], [1.870, -4.460, -2.195], [2.630, -3.812, -0.714], [2.712, -2.883, -2.229], [-0.555, -4.000, -0.514], [-0.554, -4.875, -1.171], [-1.573, -3.618, -0.406], [-0.192, -4.288, 0.478], [-0.175, -2.408, -2.874], [-1.177, -1.973, -2.786], [-0.211, -3.345, -3.440], [0.458, -1.670, -3.396], [-0.705, -0.641, 2.641], [-0.805, 1.086, 3.179], [-1.689, 1.230, 3.798], [-0.862, 1.720, 2.282], [0.099, 1.375, 3.732], [-2.370, -1.339, 2.441], [-3.006, -0.679, 1.835], [-2.830, -1.508, 3.421], [-2.284, -2.303, 1.919], [0.014, -1.526, 4.063], [-0.671, -1.491, 4.921], [0.963, -1.071, 4.367], [0.202, -2.574, 3.819], [1.434, -1.922, 1.337], [1.938, -1.553, 2.246], [2.208, -2.257, 0.644], [0.816, -2.796, 1.613]],
  "lowdin_charge": [0.92, -0.22, -0.19, -0.36, -0.25, -0.18, -0.01, 0.09, 0.08, 0.12, -0.01, 0.07, 0.09, 0.13, -0.03, 0.12, 0.08, 0.07, 0.00, 0.12, 0.10, 0.07, 0.00, 0.12, 0.08, 0.09, -0.20, -0.16, -0.15, -0.16, -0.10, -0.12, -0.16, -0.16, 0.13, 0.13, 0.11, 0.13, 0.03, 0.06, 0.11, 0.11, 0.10, 0.13, 0.09, 0.08, 0.89, -0.22, 0.08, 0.06, 0.04, -0.21, 0.07, 0.04, 0.05, -0.23, 0.04, 0.07, 0.05, 0.78, -0.24, 0.07, 0.00, 0.05, -0.21, 0.02, 0.07, 0.06, -0.22, 0.07, 0.06, 0.06, -0.37, 0.00, -0.04, -0.01]
}